{
  "formula": "C8H10N5",
  "method": "ωB97M-V with the def2-TZVPD basis set",
  "orbital_gap_ev": [5.8, 6.5],
  "molar_mass_g_mol": 176.20,
  "multiplicity": 3,
  "total_energy_ha": -584.1155,
  "s2": 2.012,
  "largest_force_ev_per_a": 6.2,
  "e_above_lowest_ev": 0.272,
  "total_charge": 1,
  "elements": ["C", "C", "C", "C", "C", "C", "C", "C", "N", "N", "N", "N", "N", "H", "H", "H", "H", "H", "H", "H", "H", "H", "H"],
  "coordinates": [[2.112794, -1.227636, 0.056089], [1.651193, -0.526333, 1.102301], [1.522093, -1.169925, -1.225021], [-0.968930, 2.128966, -0.545897], [-1.481027, 0.750489, -0.243787], [-2.607899, -0.897687, 0.621125], [1.358378, 1.627378, -0.049570], [-0.638084, -0.356278, -0.734465], [0.217549, 2.527796, -0.440990], [0.368218, -0.633594, -1.375193], [-2.487278, 0.530115, 0.487098], [-1.527968, -1.680970, 0.002589], [1.083473, 0.630824, 0.994269], [2.879439, -2.000144, 0.115619], [1.528912, -0.802519, 2.079253], [1.978632, -1.785334, -2.003158], [-1.689645, 2.882794, -0.851773], [-2.581065, -1.148979, 1.627155], [-3.637961, -1.017351, 0.038800], [1.742021, 1.268921, -1.006573], [2.155901, 2.352880, 0.238717], [-1.782951, -2.466289, -0.705140], [0.804207, 1.012879, 1.818562]],
  "atomic_forces_ev_per_a": [[0.87, -2.77, -2.42], [0.19, 0.38, 1.26], [2.76, -2.36, -0.33], [-0.56, 0.10, 0.19], [1.52, 1.81, -1.28], [-2.53, -0.81, -3.40], [-0.35, 2.50, -0.83], [-3.93, -4.23, 2.31], [1.37, -0.85, 0.39], [-1.88, 2.20, -0.88], [1.31, -0.87, -0.19], [1.47, 2.20, -2.34], [-0.04, 2.33, -4.06], [-0.01, 0.29, 0.54], [0.65, -1.86, 2.26], [-0.15, 0.77, -0.13], [-0.22, -0.12, 0.03], [-0.87, -0.42, 2.01], [1.74, -0.54, 1.70], [-0.08, -0.68, 0.45], [-0.56, -0.70, 0.54], [0.46, 2.12, 1.48], [-1.19, 1.53, 2.72]],
  "nbo_charge": [-0.012, -0.041, -0.112, 0.097, 0.049, -0.120, -0.149, 0.513, -0.345, -0.327, -0.227, -0.641, -0.429, 0.250, 0.236, 0.248, 0.225, 0.227, 0.239, 0.243, 0.239, 0.423, 0.413]
}

---

{
  "formula": "C22H28N6O",
  "method": "ωB97M-V with the def2-TZVPD basis set",
  "orbital_gap_ev": 8.0,
  "molar_mass_g_mol": 392.51,
  "total_energy_ha": -1258.8501,
  "largest_force_ev_per_a": 1.5,
  "e_above_lowest_ev": 2.602,
  "elements": ["C", "C", "C", "C", "N", "N", "N", "N", "C", "C", "C", "C", "C", "C", "C", "N", "C", "C", "N", "C", "C", "C", "C", "O", "C", "C", "C", "C", "C", "H", "H", "H", "H", "H", "H", "H", "H", "H", "H", "H", "H", "H", "H", "H", "H", "H", "H", "H", "H", "H", "H", "H", "H", "H", "H", "H", "H"],
  "coordinates": [[0.192511, 4.168065, -0.820273], [-1.094560, 3.363939, -0.691584], [-0.824104, 1.978235, -0.083744], [-0.062132, 1.115135, -1.033872], [-0.186972, 1.078534, -2.342137], [0.591856, 0.094859, -2.768927], [1.180538, -0.476659, -1.803649], [0.797801, 0.129735, -0.678353], [1.306894, -0.273171, 0.604829], [2.771735, 0.071707, 0.703236], [3.732207, -0.928924, 0.679260], [5.076583, -0.604479, 0.733852], [5.469795, 0.720967, 0.803619], [4.515290, 1.724032, 0.818920], [3.171490, 1.400564, 0.768537], [-1.991449, 1.202628, 0.287429], [-3.051129, 1.105099, -0.693407], [-3.972305, -0.059916, -0.253183], [-3.351988, -0.838186, 0.797717], [-2.279695, -1.669677, 0.451829], [-1.632221, -2.430953, 1.432103], [-0.563412, -3.244133, 1.123920], [-0.100571, -3.351429, -0.187648], [1.020805, -4.111325, -0.382505], [1.600279, -4.099279, -1.667202], [-0.792542, -2.677864, -1.184073], [-1.857824, -1.854345, -0.864798], [-3.214718, -0.005592, 1.977431], [-2.534640, 1.346444, 1.615308], [0.653598, 4.323250, 0.154341], [0.899315, 3.647851, -1.462862], [-0.012656, 5.141173, -1.258814], [-1.542082, 3.237532, -1.677042], [-1.800669, 3.893757, -0.047815], [-0.224854, 2.110802, 0.826361], [0.721714, 0.230224, 1.377272], [1.160251, -1.351721, 0.700323], [3.424089, -1.961957, 0.616179], [5.818745, -1.388483, 0.716733], [6.518797, 0.973844, 0.842298], [4.817144, 2.759763, 0.868139], [2.428413, 2.186163, 0.774739], [-3.637023, 2.037497, -0.763163], [-2.597688, 0.914846, -1.667120], [-4.231123, -0.707614, -1.089830], [-4.905146, 0.336507, 0.158512], [-1.968117, -2.397752, 2.457063], [-0.062328, -3.807471, 1.896221], [0.957586, -4.595992, -2.401154], [1.810629, -3.076997, -1.999317], [2.532072, -4.655654, -1.574799], [-0.500730, -2.760999, -2.218484], [-2.339360, -1.343071, -1.680963], [-2.629050, -0.526037, 2.730632], [-4.214127, 0.172888, 2.386857], [-3.266070, 2.171514, 1.673594], [-1.728874, 1.562103, 2.319490]],
  "atomic_forces_ev_per_a": [[-0.20, -0.06, -0.04], [0.24, -0.14, 0.18], [-0.25, 0.25, -0.10], [0.60, -0.50, 0.16], [-0.60, 0.90, 0.39], [0.19, -0.41, -0.89], [0.81, -0.69, 0.57], [-0.94, 0.91, -0.83], [0.40, -0.26, 0.27], [0.01, -0.02, 0.11], [-0.12, 0.07, 0.05], [0.11, -0.02, 0.00], [0.08, -0.04, 0.00], [-0.04, 0.11, 0.00], [0.01, -0.08, 0.03], [-0.06, 0.21, 0.21], [0.10, -0.04, -0.11], [0.00, -0.03, 0.00], [-0.41, -0.10, 0.07], [0.13, -0.29, -0.15], [0.02, 0.06, 0.01], [0.16, -0.09, -0.25], [-0.13, 0.02, 0.06], [-0.19, 0.03, 0.34], [0.12, 0.04, -0.25], [0.25, -0.36, 0.04], [-0.20, 0.11, 0.17], [-0.04, 0.08, 0.14], [0.00, 0.02, 0.03], [0.08, 0.04, 0.09], [0.13, 0.00, -0.06], [0.07, 0.10, -0.03], [-0.11, 0.00, 0.02], [-0.07, -0.05, -0.03], [-0.06, -0.01, -0.09], [-0.01, -0.09, -0.12], [-0.07, 0.19, 0.05], [-0.06, -0.14, -0.02], [0.07, -0.07, 0.00], [0.09, 0.01, 0.00], [0.03, 0.08, 0.01], [-0.10, 0.10, -0.01], [0.04, -0.05, -0.03], [-0.08, 0.04, -0.02], [-0.05, 0.06, 0.00], [0.03, -0.05, -0.07], [-0.05, 0.01, 0.08], [0.06, -0.07, 0.10], [0.01, 0.01, 0.01], [-0.02, -0.07, 0.01], [-0.05, 0.03, -0.07], [0.07, 0.01, -0.08], [-0.06, 0.14, -0.07], [-0.08, 0.03, -0.01], [0.10, -0.02, 0.06], [0.05, 0.00, 0.06], [-0.02, 0.05, -0.01]],
  "nbo_charge": [-0.611, -0.404, -0.092, 0.416, -0.346, -0.071, -0.071, -0.209, -0.258, 0.037, -0.213, -0.204, -0.208, -0.205, -0.223, -0.452, -0.257, -0.219, -0.446, 0.245, -0.263, -0.274, 0.329, -0.522, -0.262, -0.291, -0.292, -0.212, -0.234, 0.195, 0.216, 0.218, 0.224, 0.203, 0.208, 0.223, 0.245, 0.217, 0.215, 0.215, 0.214, 0.204, 0.172, 0.225, 0.214, 0.198, 0.209, 0.223, 0.172, 0.199, 0.194, 0.231, 0.215, 0.207, 0.195, 0.164, 0.200]
}

---

- Which formula does entry 2 have?
  C22H28N6O